DFT (the ωB97M-V functional and the def2-TZVPD basis) results for a molecular structure, C23H35ClN5O2RuSb2.

Its multiplicity is 6. The HOMO-LUMO gap (alpha / beta) comes out at 6.83 / 4.84 eV. As for the total charge: +2. As for the energy above the lowest of the compared OMol25 structures with the same formula, charge and spin: 5.1 kcal per mole. Its expectation value of S² is 8.7952.

Element x y z (Å)
Ru (-0.00005, 0.22400, 0.46880)
Cl (3.60987, 6.55066, 3.06607)
C (3.14892, 5.09512, 2.35729)
C (4.12433, 4.12351, 2.04199)
C (3.73950, 2.95237, 1.46938)
C (2.34037, 2.66394, 1.17940)
O (2.03064, 1.57000, 0.67936)
C (1.36422, 3.70179, 1.50583)
C (-0.07488, 3.57994, 1.19753)
O (-0.59534, 2.64547, 0.62302)
C (1.77614, 4.86793, 2.07815)
H (5.16342, 4.33107, 2.25959)
H (4.45689, 2.18409, 1.21369)
H (-0.69285, 4.43833, 1.50665)
H (1.05969, 5.64665, 2.31553)
C (0.68550, -2.83201, -2.01635)
Sb (1.55385, -0.99460, -1.41719)
C (3.59487, -1.44121, -1.78927)
C (1.17332, 0.22981, -3.17250)
C (0.19340, -0.43051, -4.10190)
C (0.66431, -1.40183, -4.98434)
C (-0.19008, -2.10903, -5.81258)
C (-1.55089, -1.84446, -5.77127)
C (-2.02586, -0.85787, -4.92274)
C (-1.17322, -0.13382, -4.08738)
C (-1.76629, 0.96449, -3.24374)
Sb (-2.16422, 0.44864, -1.20175)
C (-3.42557, -1.21508, -1.55259)
C (-3.61695, 1.94398, -0.81754)
H (1.19854, -3.22336, -2.89203)
H (-0.36071, -2.66555, -2.27982)
H (0.76157, -3.54985, -1.19903)
H (3.64865, -1.85409, -2.79580)
H (3.97461, -2.16661, -1.07304)
H (4.18527, -0.52934, -1.73125)
H (2.15259, 0.34679, -3.63770)
H (0.84947, 1.20820, -2.82386)
H (1.73120, -1.60020, -5.02424)
H (0.20427, -2.85181, -6.49343)
H (-2.23418, -2.38099, -6.41604)
H (-3.08396, -0.61846, -4.92570)
H (-2.74993, 1.23831, -3.62761)
H (-1.15958, 1.87021, -3.22948)
H (-4.28704, -0.87194, -2.12388)
H (-3.76411, -1.64638, -0.61206)
H (-2.89009, -1.96556, -2.13443)
H (-4.42716, 1.82452, -1.53513)
H (-3.15530, 2.92118, -0.94217)
H (-4.00861, 1.86082, 0.19369)
C (-0.70004, -1.69558, 5.85592)
N (-0.09037, -0.76915, 4.89972)
C (0.34734, 0.52529, 5.40722)
C (-0.23041, -0.92903, 3.56194)
N (0.01141, -0.00939, 2.67704)
N (-0.65087, -2.19136, 3.18683)
C (-0.94424, -2.66668, 1.91743)
N (-1.27352, -3.97895, 1.91065)
N (-0.90747, -1.90854, 0.87949)
H (-0.44503, -1.36290, 6.85661)
H (-0.29189, -2.70472, 5.76811)
H (-1.78699, -1.72554, 5.76471)
H (0.65408, 0.40859, 6.44196)
H (-0.44566, 1.27709, 5.36092)
H (1.21881, 0.87382, 4.85384)
H (0.25551, 0.86074, 3.12659)
H (-0.70358, -2.86727, 3.92755)
H (-1.31676, -4.53625, 2.74488)
H (-1.53242, -4.42323, 1.04800)
H (-1.15644, -2.42421, 0.04250)

DFT (the ωB97M-V functional and the def2-TZVPD basis) results for a molecular structure, C23H35N2O25S6.

The HOMO-LUMO gap comes out at 7.56 eV. As for the total charge: +1.

Element x y z (Å)
O (2.81146, 1.19138, 0.81294)
C (1.52883, 1.09123, 0.36775)
C (0.97744, 2.21151, -0.70841)
C (1.90089, 2.31584, -2.07145)
C (1.89182, 1.45800, -3.46878)
N (2.97811, 2.06984, -4.35228)
C (3.67492, 3.20138, -3.62755)
N (3.00344, 3.33454, -2.27374)
C (0.64267, -0.19945, 0.92437)
C (1.43172, -1.27103, 1.92407)
C (0.58324, -2.58351, 2.49262)
C (-0.98083, -2.88383, 2.06789)
C (-1.74338, -1.79168, 1.06620)
C (-0.94968, -0.44603, 0.49096)
H (0.97691, 3.31062, -0.24076)
H (-0.10642, 1.87918, -1.03058)
H (1.17488, 0.55740, -3.68428)
H (3.24041, 1.78127, -5.32556)
H (4.56811, 3.84102, -4.03386)
H (3.28233, 4.03260, -1.54606)
H (2.54519, -1.08154, 2.22933)
H (1.16066, -3.33215, 3.21928)
H (-1.53889, -3.84532, 2.48465)
H (-2.86150, -1.95435, 0.75424)
H (-1.54954, 0.29163, -0.20319)
C (2.14111, -7.96383, 0.74548)
C (2.09493, -6.65235, -0.03401)
O (0.85800, -6.04454, 0.33115)
S (0.50292, -6.44929, 1.87080)
O (0.92813, -5.36762, 2.73122)
O (-0.83128, -7.00186, 1.90191)
O (1.57379, -7.66938, 2.02088)
H (1.52244, -8.72928, 0.26603)
H (3.16109, -8.34051, 0.85965)
H (2.14401, -6.80798, -1.11436)
H (2.90442, -5.98214, 0.27401)
C (-6.11504, -4.20991, -2.25858)
C (-4.64482, -4.61912, -2.23196)
O (-3.92334, -3.44212, -2.58821)
S (-4.73618, -2.13715, -2.04343)
O (-4.15180, -1.73527, -0.78323)
O (-4.93008, -1.22598, -3.14732)
O (-6.15136, -2.88441, -1.73234)
H (-6.49728, -4.17984, -3.28403)
H (-6.73989, -4.87600, -1.65762)
H (-4.42587, -5.43144, -2.92907)
H (-4.33559, -4.91236, -1.22314)
C (-2.34909, 0.80704, 3.65516)
C (-2.39527, 2.11851, 2.87567)
O (-3.63220, 2.72633, 3.24083)
S (-3.98727, 2.32158, 4.78048)
O (-3.56207, 3.40325, 5.64090)
O (-5.32148, 1.76901, 4.81159)
O (-2.91641, 1.10148, 4.93056)
H (-2.96776, 0.04158, 3.17571)
H (-1.32911, 0.43036, 3.76933)
H (-2.34619, 1.96289, 1.79533)
H (-1.58578, 2.78873, 3.18369)
C (0.92331, 4.11002, 5.56453)
C (2.30743, 4.43549, 5.00954)
O (2.15478, 4.41775, 3.59209)
S (0.64788, 4.91541, 3.21521)
O (0.70803, 6.32003, 2.87672)
O (0.04049, 3.92440, 2.35767)
O (0.00129, 4.77878, 4.70556)
H (0.72017, 3.03555, 5.51173)
H (0.80102, 4.45236, 6.59561)
H (3.06330, 3.71239, 5.32506)
H (2.62273, 5.44247, 5.30263)
C (1.49708, -2.90151, -1.68056)
C (2.48028, -1.75868, -1.91930)
O (3.77222, -2.35830, -1.85495)
S (3.67382, -3.88951, -2.40824)
O (4.08501, -3.89562, -3.79461)
O (4.24119, -4.77158, -1.41504)
O (2.05016, -4.02811, -2.35884)
H (1.42748, -3.14554, -0.61560)
H (0.49971, -2.67555, -2.06717)
H (2.38579, -0.96539, -1.17396)
H (2.35480, -1.33360, -2.92074)
C (-0.41774, 5.60673, -4.75297)
C (-0.94638, 6.42667, -3.57910)
O (-0.00695, 6.22029, -2.52664)
S (1.47574, 6.01102, -3.17337)
O (2.17254, 7.27716, -3.12357)
O (2.03297, 4.78484, -2.65147)
O (1.00082, 5.75215, -4.71133)
H (-0.65502, 4.54499, -4.63068)
H (-0.80909, 5.95813, -5.71142)
H (-1.94668, 6.11438, -3.26986)
H (-0.95661, 7.49543, -3.81783)

DFT (the ωB97M-V functional and the def2-TZVPD basis) results for C23H35N3O in the gas phase.

The HOMO-LUMO gap comes out at 9.03 eV. Its SMILES is CC(C)N1CCC(N2CCN(CC#Cc3ccccc3)C[C@@H]2CCO)CC1. As for the energy above the lowest of the compared OMol25 structures with the same formula, charge and spin: 64.8 kcal per mole.

Element x y z (Å)
C (6.09565, -0.57072, 3.28573)
C (4.75687, -0.21347, 3.94661)
C (4.83163, 1.17321, 4.58946)
N (3.59640, -0.30102, 3.07111)
C (3.67176, 0.46588, 1.84473)
C (2.27747, 0.58807, 1.23250)
C (1.74650, -0.81670, 0.91971)
N (0.45679, -0.88757, 0.22470)
C (-0.61696, -0.20214, 0.93374)
C (-1.97321, -0.52961, 0.30070)
N (-2.02541, -0.15361, -1.09421)
C (-2.21987, 1.27018, -1.34805)
C (-3.53191, 1.48959, -1.93676)
C (-4.61864, 1.63685, -2.43137)
C (-5.89236, 1.81873, -3.02154)
C (-6.45600, 3.09153, -3.10972)
C (-7.69717, 3.25877, -3.69329)
C (-8.38721, 2.16567, -4.19260)
C (-7.83136, 0.89904, -4.10608)
C (-6.59091, 0.72101, -3.52469)
C (-0.91806, -0.76606, -1.78695)
C (0.46602, -0.44623, -1.17666)
C (1.56098, -1.08835, -2.04347)
C (1.47114, -2.61584, -2.15423)
O (1.45093, -3.27994, -0.91896)
C (1.73464, -1.61533, 2.22511)
C (3.15152, -1.65238, 2.79541)
H (6.04398, -1.55216, 2.81979)
H (6.36080, 0.16340, 2.52846)
H (6.88210, -0.58870, 4.03581)
H (4.57040, -0.93776, 4.74945)
H (5.52239, 1.15344, 5.42849)
H (5.18161, 1.92102, 3.88238)
H (3.84900, 1.46481, 4.94965)
H (4.05499, 1.46140, 2.07211)
H (4.34452, -0.00421, 1.10349)
H (1.62450, 1.08624, 1.95010)
H (2.33191, 1.19399, 0.32508)
H (2.47349, -1.31426, 0.27237)
H (-0.62115, -0.53294, 1.97132)
H (-0.47183, 0.89256, 0.91858)
H (-2.77550, -0.02573, 0.84304)
H (-2.14405, -1.60898, 0.35773)
H (-2.14676, 1.86069, -0.42498)
H (-1.46236, 1.65071, -2.04462)
H (-5.91311, 3.94024, -2.71922)
H (-8.13005, 4.24659, -3.76001)
H (-9.35695, 2.30085, -4.64868)
H (-8.36894, 0.04635, -4.49526)
H (-6.15054, -0.26280, -3.45351)
H (-0.93777, -0.45972, -2.83501)
H (-1.08503, -1.84532, -1.74078)
H (0.61405, 0.65232, -1.22690)
H (2.54612, -0.80662, -1.66964)
H (1.47056, -0.67406, -3.05029)
H (2.35061, -2.99086, -2.68687)
H (0.58398, -2.88820, -2.74594)
H (0.81473, -2.81469, -0.35154)
H (1.08704, -1.14531, 2.96498)
H (1.38356, -2.63070, 2.03867)
H (3.15231, -2.21695, 3.73109)
H (3.81216, -2.17420, 2.07972)